{
  "formula": "C76H200N8O24",
  "method": "wB97M-V/def2-TZVPD",
  "energy_ha": -5259.0347,
  "e_homo_ev": -8.6,
  "homo_lumo_gap_ev": 9.16,
  "elements": ["C", "O", "C", "C", "N", "C", "C", "O", "C", "H", "H", "H", "H", "H", "H", "H", "H", "H", "H", "H", "H", "H", "H", "H", "C", "O", "C", "C", "N", "C", "C", "O", "C", "H", "H", "H", "H", "H", "H", "H", "H", "H", "H", "H", "H", "H", "H", "H", "C", "O", "C", "C", "N", "C", "C", "O", "C", "H", "H", "H", "H", "H", "H", "H", "H", "H", "H", "H", "H", "H", "H", "H", "C", "O", "C", "C", "N", "C", "C", "O", "C", "H", "H", "H", "H", "H", "H", "H", "H", "H", "H", "H", "H", "H", "H", "H", "C", "C", "C", "O", "C", "N", "H", "H", "H", "H", "H", "H", "H", "H", "H", "H", "H", "C", "C", "C", "O", "C", "N", "H", "H", "H", "H", "H", "H", "H", "H", "H", "H", "H", "C", "C", "C", "O", "C", "N", "H", "H", "H", "H", "H", "H", "H", "H", "H", "H", "H", "C", "C", "C", "O", "C", "N", "H", "H", "H", "H", "H", "H", "H", "H", "H", "H", "H", "C", "C", "C", "O", "H", "H", "H", "H", "H", "H", "H", "H", "C", "C", "C", "O", "H", "H", "H", "H", "H", "H", "H", "H", "C", "C", "C", "O", "H", "H", "H", "H", "H", "H", "H", "H", "C", "C", "C", "O", "H", "H", "H", "H", "H", "H", "H", "H", "C", "C", "C", "O", "H", "H", "H", "H", "H", "H", "H", "H", "C", "C", "C", "O", "H", "H", "H", "H", "H", "H", "H", "H", "C", "C", "C", "O", "H", "H", "H", "H", "H", "H", "H", "H", "C", "C", "C", "O", "H", "H", "H", "H", "H", "H", "H", "H", "C", "C", "C", "O", "H", "H", "H", "H", "H", "H", "H", "H", "C", "C", "C", "O", "H", "H", "H", "H", "H", "H", "H", "H", "C", "C", "C", "O", "H", "H", "H", "H", "H", "H", "H", "H", "C", "C", "C", "O", "H", "H", "H", "H", "H", "H", "H", "H"],
  "xyz": [[-2.879915, -5.165291, -1.143722], [-3.370834, -5.139256, 0.177393], [-4.791907, -5.048121, 0.292475], [-5.257973, -5.801931, 1.530120], [-4.996459, -4.991948, 2.694142], [-5.549477, -5.697948, 3.897047], [-5.094017, -5.023265, 5.263750], [-3.657684, -5.109355, 5.249468], [-3.051625, -4.609883, 6.433326], [-3.190370, -6.074139, -1.659203], [-1.801595, -5.149666, -0.985344], [-3.185879, -4.373479, -1.827472], [-5.379181, -5.474221, -0.520937], [-5.037470, -3.989191, 0.212065], [-4.736313, -6.758822, 1.548135], [-6.342974, -5.874862, 1.455747], [-3.994700, -4.994620, 2.822821], [-5.272371, -6.751522, 3.860927], [-6.638876, -5.666723, 3.915632], [-5.479903, -5.520602, 6.153610], [-5.453164, -3.994329, 5.243842], [-1.962508, -4.572338, 6.410517], [-3.397608, -5.290614, 7.211158], [-3.395170, -3.605823, 6.682237], [8.512630, 3.022663, 8.110028], [7.696020, 3.087575, 6.890661], [8.206377, 2.410974, 5.740025], [7.201123, 2.763463, 4.631034], [7.342734, 4.216596, 4.393477], [6.148268, 4.892131, 3.807318], [5.603203, 4.405714, 2.453602], [4.237467, 4.836839, 2.209704], [3.746857, 4.334239, 0.981440], [8.622212, 1.969836, 8.370123], [7.973940, 3.419466, 8.970524], [9.481011, 3.511531, 8.003546], [8.116367, 1.344984, 5.948986], [9.236626, 2.667741, 5.493561], [6.186486, 2.490027, 4.920568], [7.357417, 2.198452, 3.712106], [7.479498, 4.679791, 5.280521], [6.315960, 5.962249, 3.685537], [5.339791, 4.818142, 4.534642], [5.619365, 3.318878, 2.372189], [6.235268, 4.701180, 1.616169], [4.329461, 4.691013, 0.132094], [2.722623, 4.655222, 0.791680], [3.716905, 3.245419, 1.022307], [11.142964, 1.720388, 0.945176], [9.746210, 1.701356, 1.185284], [9.013541, 0.678804, 0.525467], [9.277277, -0.722043, 1.160472], [8.293394, -1.643203, 0.623870], [8.350163, -2.920794, 1.242591], [7.205545, -3.854851, 0.721431], [5.920342, -3.274936, 0.880157], [4.939601, -4.248926, 0.624774], [11.756881, 2.498002, 1.399611], [11.406409, 1.811800, -0.108553], [11.622546, 0.774995, 1.198804], [9.290711, 0.754403, -0.525990], [7.950771, 0.920776, 0.534034], [9.220561, -0.681459, 2.248242], [10.233157, -1.192666, 0.930447], [7.430500, -1.222326, 0.937527], [8.284998, -2.931111, 2.330592], [9.230775, -3.442575, 0.867929], [7.322676, -4.831012, 1.192052], [7.346831, -4.015414, -0.347373], [3.937517, -3.897995, 0.871328], [5.197555, -5.119458, 1.227870], [4.883222, -4.569596, -0.415469], [3.316937, 1.556342, -1.437865], [3.191483, 0.958394, -0.127226], [4.328779, 0.225555, 0.260006], [4.276570, -0.144909, 1.724168], [5.553126, -0.811982, 2.141909], [5.571398, -0.866372, 3.614094], [4.497114, -1.737059, 4.279235], [5.071251, -2.664217, 5.194526], [5.093572, -4.047119, 4.849879], [2.551543, 2.322444, -1.561850], [3.048682, 0.772740, -2.146462], [4.259358, 2.050276, -1.674432], [5.221803, 0.840845, 0.150366], [4.542724, -0.619472, -0.394403], [3.442719, -0.825583, 1.895833], [4.031671, 0.757112, 2.284941], [5.505962, -1.768185, 1.820101], [5.625968, 0.150760, 4.002104], [6.540102, -1.308299, 3.847341], [3.896496, -2.269220, 3.541568], [3.908264, -0.954700, 4.758062], [5.598146, -4.116884, 3.886219], [4.079710, -4.401626, 4.664100], [5.563257, -4.659519, 5.619594], [-1.589419, 8.973271, -4.172998], [-2.591388, 8.204524, -5.095304], [-3.797449, 7.685804, -4.292541], [-3.474194, 6.714521, -3.361912], [-4.618763, 6.250673, -2.631084], [-2.968861, 9.180051, -6.161554], [-1.364683, 8.534022, -3.201061], [-1.944579, 9.968134, -3.904283], [-0.677178, 9.056136, -4.763804], [-2.147580, 7.303378, -5.518469], [-4.442806, 7.218387, -5.036277], [-4.372291, 8.466412, -3.794226], [-5.104825, 7.026361, -2.039362], [-4.320404, 5.374440, -2.055504], [-5.328696, 5.918294, -3.388465], [-3.306342, 9.993937, -5.667792], [-2.130264, 9.563305, -6.573831], [-0.308725, 1.613327, -0.290406], [-0.263594, 0.263408, 0.419035], [0.151370, -0.949074, -0.467832], [-0.692893, -1.186649, -1.595838], [-1.972122, -1.692994, -1.215593], [0.793844, 0.448273, 1.382327], [0.608225, 1.900223, -0.805171], [-0.392737, 2.374241, 0.485517], [-1.148159, 1.737921, -0.974455], [-1.272470, 0.137305, 0.811932], [0.280514, -1.881831, 0.081145], [1.164750, -0.743573, -0.812702], [-1.981880, -2.505972, -0.489583], [-2.519022, -1.999481, -2.107251], [-2.587054, -0.866690, -0.858968], [1.678904, 0.642281, 0.936086], [0.959162, -0.402390, 1.901107], [-5.794832, -1.977206, -2.763118], [-7.235311, -2.302037, -2.457745], [-8.090642, -1.013427, -2.027829], [-7.641199, -0.686741, -0.736389], [-8.071749, 0.598490, -0.334856], [-7.743587, -2.860561, -3.679302], [-5.309493, -2.908402, -3.055381], [-5.366509, -1.732072, -1.791240], [-5.661015, -1.174315, -3.488071], [-7.294479, -3.030247, -1.648859], [-9.145807, -1.272058, -1.939339], [-7.919017, -0.253912, -2.790578], [-9.122791, 0.700405, -0.605092], [-7.532252, 1.339635, -0.924554], [-7.829148, 0.745654, 0.717562], [-8.654506, -3.260156, -3.504275], [-8.015765, -2.109248, -4.296994], [-2.244246, 0.652169, 3.780288], [-1.785737, 0.301228, 5.231939], [-2.930441, -0.269042, 6.129130], [-3.911281, 0.766439, 6.353869], [-4.902296, 0.346132, 7.263357], [-0.562834, -0.574580, 5.223705], [-1.364821, 1.107255, 3.324649], [-3.057936, 1.372061, 3.692203], [-2.407316, -0.293033, 3.262494], [-1.356809, 1.197035, 5.680986], [-2.387296, -0.564780, 7.026700], [-3.360662, -1.187164, 5.729049], [-5.427466, -0.564256, 6.974390], [-5.752117, 1.027766, 7.299075], [-4.635898, 0.184494, 8.307867], [0.204982, 0.013809, 4.933259], [-0.396123, -0.897590, 6.166025], [-3.038469, 3.192596, -5.420432], [-2.718920, 1.987551, -4.479970], [-4.027757, 1.369624, -3.981870], [-2.062016, 1.082188, -5.338381], [-2.087950, 3.543637, -5.822160], [-3.416941, 4.071712, -4.898877], [-3.679605, 2.837071, -6.227056], [-2.058684, 2.206493, -3.640770], [-4.585558, 1.053419, -4.863330], [-4.652241, 2.054253, -3.407947], [-3.905679, 0.466589, -3.383776], [-1.387443, 0.619596, -4.835835], [1.103531, 3.565361, 3.567062], [2.002066, 2.449520, 3.996843], [2.550827, 2.572711, 5.434706], [1.299371, 1.252339, 3.868189], [1.687893, 4.475020, 3.705412], [0.275647, 3.566424, 4.276069], [0.757551, 3.441324, 2.540901], [2.865324, 2.332103, 3.341786], [1.735049, 2.758909, 6.133242], [3.340554, 3.296816, 5.635005], [3.063245, 1.654033, 5.720303], [1.042259, 1.064943, 2.962439], [1.896646, -1.807942, -3.924292], [0.593421, -1.464570, -4.698200], [-0.221420, -2.752038, -4.842617], [-0.121129, -0.495318, -3.969757], [1.821471, -1.981724, -2.850867], [2.518652, -0.913379, -3.955310], [2.377827, -2.620013, -4.469373], [0.765767, -1.154869, -5.728964], [-1.023902, -2.551488, -5.552487], [-0.658163, -3.006341, -3.876861], [0.362502, -3.599195, -5.202432], [-0.316628, -0.852924, -3.100566], [6.075315, -0.966265, -3.248979], [6.426176, -2.317096, -2.603440], [5.730542, -3.503278, -3.139112], [7.826883, -2.498135, -2.511808], [4.993709, -0.988782, -3.382163], [6.623310, -0.829259, -4.181192], [6.351255, -0.069420, -2.694331], [6.172380, -2.142362, -1.557893], [5.993824, -4.446177, -2.659811], [5.927269, -3.699594, -4.193081], [4.671660, -3.352369, -2.929153], [8.180491, -2.136057, -1.696048], [0.420489, -4.576016, 3.517446], [-0.172679, -3.466313, 2.627740], [-1.666658, -3.411863, 2.787769], [0.263752, -2.172492, 2.923923], [0.207038, -4.302851, 4.550845], [1.499164, -4.520231, 3.370955], [-0.004597, -5.567987, 3.364515], [0.073031, -3.673244, 1.586160], [-2.267361, -2.598914, 2.379877], [-1.960767, -3.522239, 3.831523], [-2.200406, -4.281638, 2.404735], [-0.045030, -1.927498, 3.799268], [-3.875388, 3.598443, 1.908015], [-4.430112, 3.664739, 0.515189], [-4.878826, 2.402898, -0.168350], [-5.542241, 4.599596, 0.407967], [-2.806465, 3.395444, 1.973633], [-4.345197, 2.793757, 2.473576], [-4.090442, 4.427023, 2.582777], [-3.611514, 4.136553, -0.028302], [-5.464756, 2.621908, -1.061003], [-5.611165, 1.901482, 0.464387], [-4.067723, 1.692035, -0.326113], [-5.290549, 5.381940, 0.904141], [1.109265, 3.306581, -4.075296], [0.929274, 4.739434, -3.850327], [1.352111, 5.215019, -2.458592], [1.855070, 5.284192, -4.759318], [0.725139, 2.958871, -5.034278], [0.517095, 2.768916, -3.334792], [2.100902, 2.940678, -3.809090], [-0.121419, 4.982993, -4.007879], [0.780135, 4.796276, -1.630581], [1.173769, 6.289965, -2.486540], [2.411300, 5.053961, -2.257914], [1.428728, 5.261315, -5.619150], [-1.326568, -6.309381, -5.631252], [-2.666674, -5.561211, -5.486424], [-3.463755, -5.530466, -6.750097], [-3.392749, -6.216039, -4.482697], [-0.771313, -5.826136, -6.435166], [-1.474696, -7.316757, -6.020297], [-0.767010, -6.297820, -4.695915], [-2.530926, -4.533645, -5.149116], [-3.007539, -4.817176, -7.436521], [-4.472586, -5.133646, -6.636563], [-3.559153, -6.513655, -7.210902], [-4.202859, -5.714297, -4.366144], [1.086504, -4.220704, -1.065885], [1.303733, -5.718644, -0.961924], [0.738454, -6.405775, -2.169300], [2.673949, -6.005124, -1.046778], [1.546305, -3.850380, -1.982149], [1.610189, -3.593114, -0.344784], [0.036647, -3.939780, -1.149529], [1.005235, -6.151016, -0.006912], [1.045683, -7.447969, -2.256138], [1.043308, -5.936420, -3.104648], [-0.336723, -6.369930, -1.993787], [3.011952, -5.974346, -1.944787], [-2.000781, 7.077595, 0.033125], [-2.004998, 6.944500, 1.523576], [-0.553495, 6.775952, 2.108726], [-2.631206, 8.113396, 2.005018], [-1.280577, 7.831330, -0.285145], [-3.001897, 7.346251, -0.304032], [-1.695943, 6.170900, -0.489444], [-2.703212, 6.155293, 1.802416], [0.131330, 7.599755, 1.907599], [-0.168495, 5.825651, 1.738858], [-0.629005, 6.743725, 3.195638], [-2.018461, 8.820735, 1.790974], [-4.750278, -1.121795, 1.627984], [-5.423128, -1.250844, 3.025290], [-6.263553, -0.066234, 3.389606], [-6.286157, -2.399620, 2.956654], [-4.078481, -0.273835, 1.494780], [-5.497730, -1.027181, 0.840285], [-4.180441, -2.026449, 1.415900], [-4.686809, -1.375246, 3.819311], [-5.592065, 0.791250, 3.345754], [-6.680638, -0.154306, 4.392795], [-7.034771, 0.122408, 2.642792], [-5.710880, -3.131934, 2.723460], [-3.073053, -1.760278, -8.762106], [-4.026383, -0.666461, -8.338660], [-4.800961, -0.949929, -7.138006], [-3.307043, 0.452852, -8.135505], [-2.194397, -1.842913, -8.122396], [-2.699560, -1.599560, -9.773428], [-3.616163, -2.704467, -8.802458], [-4.676481, -0.494557, -9.196526], [-5.469601, -0.124485, -6.893780], [-4.304673, -1.409467, -6.283234], [-5.470378, -1.790383, -7.321376], [-3.054333, 0.384040, -7.211925]],
  "forces_ev_per_angstrom": [[0.295, -0.673, 0.188], [-0.843, 0.012, -0.130], [0.055, -0.191, -0.454], [-0.089, 1.768, -0.754], [-0.289, -0.671, 1.925], [0.383, 1.018, 1.210], [0.864, -0.794, -2.076], [0.087, 0.637, -0.257], [-0.978, -0.371, 0.245], [0.170, -0.333, 0.034], [-0.013, 0.002, -0.530], [-0.138, 0.620, 0.390], [0.630, -0.512, -0.698], [-0.364, 0.214, 0.757], [-0.268, -0.345, -0.011], [-0.032, -0.533, -0.062], [0.293, 0.247, 0.210], [0.210, -0.168, 0.266], [-0.109, 0.172, -0.400], [-0.218, -0.265, -0.064], [0.176, 0.275, 0.102], [-0.100, -0.363, -0.514], [0.359, 0.128, 0.605], [-0.163, 0.219, -0.079], [-0.885, -0.894, -1.122], [0.934, 0.802, 1.412], [-1.494, -0.480, 0.318], [0.609, 1.082, 0.033], [-0.682, 0.086, -1.453], [-0.530, -0.122, 0.121], [-0.262, -0.650, -0.381], [0.806, 0.239, 0.471], [-0.004, -0.091, 0.248], [0.473, -0.204, -0.119], [-0.253, 0.507, -0.489], [-0.016, 0.007, -0.149], [0.360, -0.330, -0.136], [0.005, 0.226, -0.039], [-0.266, -0.006, 0.567], [0.526, 0.055, -0.080], [0.099, -0.186, 0.153], [0.443, 0.013, 0.198], [-0.509, -0.111, -0.009], [-0.094, -0.436, 0.362], [0.165, 0.499, -0.041], [0.320, -0.115, -0.110], [-0.034, 0.282, 0.461], [0.187, -0.274, -0.254], [0.492, -1.108, -0.956], [0.163, 0.886, 0.725], [1.546, -0.294, 0.158], [0.046, 0.128, -0.894], [-0.703, 0.949, -0.048], [-1.319, -2.080, -0.974], [1.096, 1.127, -0.484], [0.269, -0.294, 0.265], [-0.357, -0.535, 0.047], [-1.010, 0.299, 0.655], [-0.505, 0.159, -0.545], [-0.097, -0.252, 0.466], [0.112, -0.659, -0.312], [-0.017, 0.068, 0.590], [-0.094, 0.390, 0.300], [0.432, 0.606, -0.149], [-0.788, 0.030, -0.285], [0.341, 0.235, 0.339], [0.415, -0.015, 0.512], [-0.378, -0.082, 0.404], [0.180, -0.036, -0.238], [0.155, 0.257, 0.259], [-0.421, -0.293, 0.060], [0.307, 0.111, -0.204], [-1.064, -0.547, 0.289], [0.363, 0.824, -0.635], [1.134, 0.382, -0.004], [0.080, -0.963, -0.452], [-1.488, 1.645, 0.472], [1.503, -0.805, -0.933], [0.569, 0.305, -0.153], [-0.042, 0.241, 1.148], [-0.594, 1.101, -1.163], [-0.088, -0.008, 0.397], [0.442, 0.027, -0.430], [0.354, -0.409, 0.377], [0.210, 0.395, -0.081], [-0.408, -0.473, -0.125], [-0.367, -0.101, 0.046], [0.473, 0.077, 0.281], [0.069, -0.139, -0.230], [-0.331, 0.037, 0.052], [0.127, -0.120, 0.329], [-0.164, 0.041, -0.133], [-0.732, -0.837, 0.749], [0.431, -0.506, -0.061], [-0.250, -0.180, 0.210], [0.083, 0.442, -0.006], [0.080, -0.825, -0.179], [0.430, 1.341, 1.610], [-0.729, 0.332, -1.382], [0.792, -0.540, 1.331], [0.485, -0.230, -1.346], [-0.547, -0.892, 0.440], [0.071, -0.575, -0.167], [-0.252, 0.120, -0.405], [0.253, 0.266, 0.315], [0.279, 0.210, -0.212], [-0.525, 0.098, -0.256], [0.020, 0.568, -0.081], [0.237, 0.096, 0.240], [0.031, 0.334, 0.203], [-0.442, -0.163, 0.076], [-0.530, 0.158, 0.121], [0.382, -0.400, -0.265], [-0.313, 0.381, -0.422], [0.755, 0.171, -1.376], [-0.152, 0.702, -0.067], [-0.198, -0.755, 0.976], [-0.686, 0.864, -0.599], [-0.177, -0.707, 1.365], [0.099, -0.456, -0.218], [-0.300, 0.011, 0.152], [-0.014, -0.114, -0.132], [0.249, -0.359, 0.738], [-0.500, 0.074, 0.523], [-0.024, 0.259, -0.528], [0.451, -0.027, 0.104], [0.398, -0.290, -0.237], [-0.016, 0.075, 0.513], [-0.028, 0.307, -0.523], [-0.223, -0.592, 0.217], [0.276, -0.208, 1.674], [-0.852, 1.703, -0.303], [1.528, -2.300, 0.491], [0.346, 0.383, 0.137], [0.311, -0.143, -0.726], [-1.422, -0.724, -0.578], [0.064, 0.136, -0.421], [0.508, 0.588, -0.100], [-0.001, -0.110, -0.012], [-0.031, -0.033, -0.009], [-0.287, -0.028, -0.441], [-0.015, 0.446, 0.053], [-0.311, 0.208, 0.583], [0.079, 0.309, 0.018], [-0.369, -0.093, -0.095], [-0.228, -0.552, 0.146], [0.450, 0.387, -0.445], [1.390, -0.545, 0.908], [-0.171, 0.328, -0.384], [1.329, 1.114, -0.450], [0.548, -1.147, 0.372], [-1.376, -0.229, 0.064], [-1.577, -0.761, -0.479], [0.015, 0.086, -0.289], [-0.147, -0.363, 0.326], [-0.395, 0.086, -0.180], [-0.988, 0.559, 0.294], [-0.423, 0.089, 0.726], [-0.305, 0.045, -0.348], [0.398, -0.553, -0.469], [0.424, 0.693, -0.266], [0.865, 0.170, 0.027], [0.388, 0.173, -0.014], [0.180, 0.051, 0.159], [1.001, -0.108, 1.208], [-1.110, 0.556, -0.845], [-0.085, -0.188, -0.119], [0.014, -0.400, -0.397], [0.035, -0.196, -0.339], [-0.558, -0.173, 0.085], [-0.031, 0.192, 0.058], [0.028, 0.479, 0.057], [-0.148, 0.084, -0.082], [0.096, 0.201, -0.011], [0.368, -0.007, 0.143], [0.426, -0.571, 0.211], [0.611, 0.614, 0.706], [1.044, -0.302, -0.038], [-0.137, -0.395, -0.082], [-0.201, -1.195, 2.190], [-0.305, 0.401, -0.361], [-0.297, 0.173, -0.193], [0.008, 0.069, 0.050], [0.370, 0.585, -0.286], [-0.046, -0.063, 0.107], [-0.285, 0.570, -0.615], [-0.373, -0.403, -0.070], [-0.304, 0.325, -1.056], [0.152, 1.198, -1.225], [0.352, -1.762, 1.342], [-0.478, 0.390, -0.030], [0.024, 0.947, -1.727], [-0.676, -0.468, -0.166], [0.379, -0.005, -0.283], [0.345, -0.061, 0.384], [0.437, 0.683, 0.276], [-0.220, -0.218, 0.030], [-0.058, -0.187, 0.090], [0.077, 0.068, -0.039], [-0.180, -0.148, 0.725], [0.053, -0.572, -0.611], [1.277, 2.184, 2.154], [-0.519, -0.879, -0.368], [0.844, -0.694, -1.230], [-0.064, 0.417, -0.385], [-0.359, -0.304, -0.401], [-0.018, -0.327, 0.633], [-0.873, -0.478, 0.309], [0.299, 0.193, 0.417], [-0.218, 0.384, -0.205], [-0.242, -0.110, -0.465], [-0.219, 0.261, 0.407], [0.133, 1.215, -0.017], [-1.418, -0.408, -0.130], [-1.950, -1.519, 0.326], [1.724, 0.107, -0.590], [0.069, -0.002, 0.181], [0.094, -0.513, 0.120], [0.153, 0.079, -0.373], [0.193, 0.101, -0.129], [0.755, 0.489, -0.153], [0.268, 0.515, 0.441], [0.438, -0.401, -0.552], [-0.399, 0.540, 0.769], [-0.481, -1.368, 1.637], [0.197, 1.987, -0.800], [-0.555, -0.391, 0.779], [0.207, -0.686, 0.244], [0.079, 0.086, -0.338], [-0.128, -0.401, -0.038], [0.046, 0.592, -0.561], [0.139, -0.111, -0.734], [0.574, 0.131, -0.299], [0.048, -0.132, 0.327], [0.042, 0.131, -0.282], [-0.062, 0.165, 0.055], [-1.100, -2.618, 1.565], [0.977, -0.429, 0.935], [-0.319, 0.545, -0.391], [-0.068, 1.921, -0.739], [0.433, 0.048, -0.173], [-0.540, -0.332, 0.108], [0.337, 0.328, -0.712], [-0.051, 0.554, -0.295], [-0.191, -0.167, -0.169], [0.150, 0.135, 0.380], [0.061, -0.122, -0.224], [0.218, 0.071, -0.256], [-0.589, 0.794, -0.633], [0.510, -0.357, 0.095], [-0.129, 0.422, -1.037], [-0.442, -0.625, 0.976], [0.330, 0.258, 0.195], [-0.244, -0.176, 0.452], [-0.019, -0.113, -0.142], [0.537, 0.251, -0.095], [0.228, -0.224, -0.336], [-0.130, -0.048, 0.462], [0.142, -0.016, -0.039], [-0.241, -0.109, 0.131], [0.137, 0.587, -0.370], [1.178, 0.207, -1.265], [-1.621, -0.517, 0.456], [2.121, 0.009, 1.328], [-0.077, -0.394, -0.417], [-0.256, -0.413, 0.671], [-0.086, 0.024, 0.296], [-0.390, 0.055, -0.085], [-0.036, -0.040, 0.379], [-0.209, 0.412, 0.087], [-0.308, -0.204, -0.949], [-0.327, 0.135, -0.147], [0.235, -0.535, -0.924], [0.997, 0.420, -0.038], [-1.688, -0.480, 0.248], [-0.033, 0.496, 0.802], [-0.072, 0.289, 0.004], [0.085, 0.050, -0.125], [-0.043, -0.224, 0.019], [0.467, -0.339, 0.280], [-0.183, 0.046, -0.559], [0.345, 0.095, 0.083], [0.013, -0.272, 0.060], [-0.106, 0.409, 0.081], [-0.083, 0.081, 0.393], [-0.533, -0.555, -1.250], [0.386, 0.598, -0.316], [0.168, 0.917, 0.461], [0.124, 0.142, 0.374], [-0.328, -0.076, 0.115], [0.090, -0.113, 0.016], [0.360, -0.203, -0.020], [-0.067, 0.296, 0.301], [-0.093, 0.009, -0.114], [-0.195, -0.233, 0.138], [0.109, -0.935, -0.070], [-0.199, -1.032, -0.497], [0.367, -1.471, -1.640], [-2.434, -1.964, 0.950], [1.381, 2.841, 0.380], [-0.148, -0.011, 0.302], [-0.005, 0.266, -0.003], [0.155, -0.324, 0.119], [-0.395, 0.091, 0.010], [0.325, 0.130, 0.362], [0.806, 0.871, 0.232], [-0.475, -0.091, -0.449], [0.725, 0.758, 0.403]],
  "lowdin_charge": [-0.107, -0.192, -0.205, -0.200, -0.061, -0.151, -0.167, -0.223, -0.102, 0.087, 0.064, 0.073, 0.117, 0.112, 0.130, 0.128, 0.079, 0.109, 0.115, 0.115, 0.109, 0.082, 0.085, 0.074, -0.068, -0.222, -0.208, -0.206, -0.052, -0.177, -0.193, -0.196, -0.116, 0.077, 0.081, 0.083, 0.114, 0.124, 0.102, 0.104, 0.090, 0.115, 0.105, 0.100, 0.120, 0.088, 0.081, 0.067, -0.118, -0.193, -0.180, -0.186, -0.076, -0.200, -0.190, -0.239, -0.094, 0.087, 0.080, 0.075, 0.118, 0.110, 0.119, 0.115, 0.068, 0.117, 0.126, 0.120, 0.110, 0.085, 0.091, 0.069, -0.063, -0.238, -0.222, -0.171, -0.034, -0.182, -0.188, -0.194, -0.082, 0.055, 0.080, 0.099, 0.114, 0.118, 0.108, 0.109, 0.055, 0.099, 0.112, 0.112, 0.116, 0.072, 0.075, 0.091, -0.063, -0.380, -0.251, -0.208, -0.085, 0.028, 0.058, 0.071, 0.071, 0.131, 0.120, 0.127, 0.090, 0.074, 0.085, 0.058, 0.060, -0.030, -0.361, -0.138, -0.219, -0.058, 0.057, 0.056, 0.069, 0.072, 0.124, 0.093, 0.121, 0.086, 0.085, 0.081, 0.057, 0.061, -0.069, -0.427, -0.185, -0.206, -0.092, 0.024, 0.067, 0.063, 0.070, 0.138, 0.121, 0.123, 0.089, 0.075, 0.074, 0.069, 0.069, -0.026, -0.350, -0.177, -0.162, -0.137, 0.046, 0.056, 0.060, 0.057, 0.129, 0.113, 0.102, 0.076, 0.086, 0.084, 0.039, 0.074, -0.026, -0.458, -0.048, -0.067, 0.069, 0.063, 0.081, 0.124, 0.062, 0.068, 0.059, 0.043, -0.048, -0.504, -0.025, -0.100, 0.084, 0.087, 0.066, 0.110, 0.078, 0.067, 0.068, 0.004, -0.044, -0.439, -0.053, -0.064, 0.054, 0.060, 0.080, 0.143, 0.070, 0.073, 0.076, 0.020, -0.037, -0.516, -0.052, -0.055, 0.056, 0.081, 0.070, 0.106, 0.075, 0.090, 0.070, 0.053, -0.025, -0.482, -0.051, -0.067, 0.073, 0.065, 0.085, 0.110, 0.065, 0.071, 0.059, 0.035, -0.052, -0.474, -0.038, -0.056, 0.078, 0.057, 0.084, 0.110, 0.072, 0.064, 0.077, 0.075, -0.078, -0.516, -0.039, -0.039, 0.092, 0.066, 0.081, 0.138, 0.069, 0.077, 0.077, 0.093, -0.032, -0.516, -0.057, -0.053, 0.076, 0.083, 0.056, 0.115, 0.070, 0.080, 0.089, 0.084, -0.048, -0.479, -0.058, -0.060, 0.063, 0.070, 0.065, 0.147, 0.093, 0.082, 0.067, 0.087, -0.070, -0.486, -0.029, -0.050, 0.082, 0.077, 0.075, 0.113, 0.079, 0.061, 0.075, 0.085, -0.039, -0.458, -0.040, -0.065, 0.054, 0.068, 0.050, 0.112, 0.066, 0.082, 0.066, 0.019, -0.047, -0.584, -0.074, -0.021, 0.076, 0.080, 0.067, 0.144, 0.091, 0.088, 0.080, 0.055]
}